1.
A molecular structure, C36H35GeIN4O5Se2Ti, computed with ωB97M-V/def2-TZVPD.

Cartesian coordinates (Å):
Ti: 0.05360 -0.69868 0.21241
N: -1.02606 1.03646 -0.40184
C: -0.86886 2.11940 0.59152
C: -0.89272 1.45660 1.95344
O: -1.17152 2.02823 2.99047
N: -0.56424 0.13869 1.83959
C: -0.93401 -0.78495 2.89205
C: -1.17898 -2.14860 2.25265
O: -1.53111 -3.11025 2.89376
O: -0.95090 -2.18024 0.93927
H: -2.04283 0.81500 -0.40418
H: -0.83529 1.33521 -1.35718
H: 0.09001 2.62234 0.44608
H: -1.68563 2.83842 0.52003
H: -0.15146 -0.90429 3.64346
H: -1.84974 -0.44729 3.38248
Se: -4.41008 0.87289 0.27495
Se: -1.58556 0.07452 -3.48111
C: -0.80320 -1.52974 -2.97227
C: -0.78323 -2.59994 -3.91278
C: -0.10934 -3.76136 -3.66948
C: 0.58049 -3.90364 -2.45619
C: 0.48613 -2.87437 -1.56132
N: -0.20113 -1.72434 -1.77084
C: -4.79695 2.70710 0.41162
C: -6.08990 3.11925 0.82610
C: -6.39804 4.45288 0.92471
C: -5.41991 5.40429 0.61732
C: -4.18470 4.92519 0.22963
N: -3.86834 3.63542 0.12236
H: -1.30921 -2.43900 -4.84274
H: -0.10053 -4.55624 -4.40674
H: 1.14510 -4.79168 -2.20772
H: 0.98943 -2.95234 -0.60520
H: -6.81694 2.35390 1.06059
H: -7.38853 4.76318 1.24187
H: -5.60986 6.46780 0.68392
H: -3.38579 5.62361 -0.01147
I: 3.06350 1.41447 0.10962
C: 1.64589 0.23074 -1.00725
H: 2.26562 -0.53612 -1.47663
H: 1.31015 0.89384 -1.80608
O: 2.18135 -1.50826 3.24263
C: 2.39434 -1.77417 2.07634
O: 1.64402 -1.45829 1.06726
C: 3.67936 -2.52533 1.69168
C: 3.77905 -2.88617 0.21521
Ge: 5.54026 -3.41034 -0.43352
C: 6.11482 -5.15014 0.25307
C: 6.18559 -5.33550 1.63583
C: 6.58595 -6.55049 2.17313
C: 6.93071 -7.60019 1.33147
C: 6.86880 -7.43057 -0.04383
C: 6.46112 -6.21362 -0.57686
C: 6.89183 -2.12102 0.13647
C: 6.61259 -0.75694 0.03420
C: 7.54367 0.18729 0.44048
C: 8.76942 -0.22159 0.95116
C: 9.05967 -1.57371 1.05850
C: 8.12200 -2.51810 0.65493
C: 5.45731 -3.43322 -2.38659
C: 4.21757 -3.36022 -3.02250
C: 4.12382 -3.35594 -4.40792
C: 5.27536 -3.42782 -5.17846
C: 6.51791 -3.49849 -4.56148
C: 6.60528 -3.49885 -3.17612
H: 3.72424 -3.40920 2.33251
H: 4.50408 -1.87507 1.99802
H: 3.47878 -2.01821 -0.37560
H: 3.07436 -3.68467 -0.03100
H: 5.92872 -4.51619 2.29843
H: 6.62815 -6.67926 3.24770
H: 7.24021 -8.55081 1.74849
H: 7.13357 -8.24890 -0.70278
H: 6.40689 -6.09130 -1.65351
H: 5.65281 -0.41745 -0.34166
H: 7.30399 1.24088 0.36621
H: 9.49511 0.51608 1.27233
H: 10.01286 -1.89338 1.46299
H: 8.34288 -3.57568 0.75121
H: 3.30624 -3.29501 -2.43887
H: 3.15052 -3.28615 -4.87782
H: 5.20639 -3.41931 -6.25946
H: 7.41926 -3.54409 -5.16126
H: 7.58220 -3.53349 -2.70359

- net charge = -2
- HOMO energy (Ha) = -0.059
- multiplicity = 1
- strongest force on any atom (eV/Å) = 0.70
- LUMO (eV) = 3.50

2.
A molecular structure, C36H35N5O10OsPSTe, computed with ωB97M-V/def2-TZVPD.

Cartesian coordinates (Å):
Os: 0.67002 0.68527 0.33818
O: 2.50947 3.90885 -1.23362
S: 1.37944 3.10736 -0.91183
O: 1.17881 1.87967 -1.69664
O: 1.35969 2.63702 0.54701
C: -0.11266 4.02994 -1.03602
C: -0.06211 5.28199 -1.62109
C: -1.23464 6.00734 -1.77975
C: -2.43611 5.46761 -1.35554
C: -2.47144 4.21080 -0.76516
C: -1.30955 3.46856 -0.58448
P: -1.46410 1.84002 0.25827
C: -2.08194 2.24576 1.91076
C: -1.19597 2.18379 2.98217
C: -1.60816 2.55117 4.25490
C: -2.90997 2.97672 4.46491
C: -3.80449 3.03038 3.40319
C: -3.39501 2.66812 2.13182
C: -2.82861 1.07026 -0.64435
C: -3.76765 0.27875 0.01248
C: -4.81058 -0.29155 -0.70352
C: -4.91843 -0.07772 -2.07148
C: -3.96687 0.69006 -2.73278
C: -2.91657 1.25419 -2.02417
H: 0.89163 5.67393 -1.94746
H: -1.20576 6.98658 -2.23724
H: -3.35617 6.02234 -1.48145
H: -3.42484 3.80621 -0.45589
H: -0.17871 1.84332 2.83387
H: -0.91185 2.49680 5.08083
H: -3.23338 3.26032 5.45756
H: -4.82495 3.34965 3.56762
H: -4.11014 2.69187 1.32052
H: -3.69570 0.11482 1.08043
H: -5.54604 -0.89726 -0.19128
H: -5.74226 -0.51242 -2.62314
H: -4.04162 0.84851 -3.80062
H: -2.17822 1.85097 -2.54536
C: 4.86535 0.88470 -2.05766
C: 5.17949 -0.13452 -0.96687
N: 4.94218 0.36664 0.39420
C: 6.11445 0.82321 1.15666
C: 6.50049 2.26262 0.84412
C: 3.70744 0.47381 0.87250
C: 3.50021 1.01263 2.25572
N: 2.65497 0.09162 0.17348
H: 4.95493 0.41205 -3.03547
H: 5.55860 1.72319 -2.02042
H: 3.85563 1.28725 -1.97042
H: 6.22627 -0.42786 -1.01108
H: 4.60631 -1.05546 -1.10648
H: 6.93169 0.14733 0.90784
H: 5.92122 0.68912 2.21764
H: 6.89956 2.35683 -0.16496
H: 7.26834 2.59990 1.53994
H: 5.64184 2.93000 0.92937
H: 3.85043 0.28458 2.99045
H: 2.44640 1.19408 2.43856
H: 4.03946 1.94566 2.40256
H: 2.87965 -0.23057 -0.76153
Te: -2.26811 -2.36520 -2.81272
C: -3.60255 -3.80278 -2.07978
C: -3.90153 -3.85683 -0.72029
C: -4.77378 -4.82047 -0.23804
C: -5.34387 -5.73781 -1.11117
C: -5.04478 -5.69131 -2.46509
C: -4.17959 -4.72243 -2.95234
H: -3.43972 -3.15261 -0.03982
H: -5.00290 -4.86174 0.81900
H: -6.02199 -6.49221 -0.73433
H: -5.48691 -6.40854 -3.14390
H: -3.95237 -4.68070 -4.00958
O: 3.25506 -6.05574 2.09230
N: 2.84763 -5.87563 0.96551
O: 2.99357 -6.63228 0.03102
C: 2.12212 -4.62183 0.70365
C: 1.59283 -4.39621 -0.55799
C: 0.92541 -3.22078 -0.79995
C: 0.74620 -2.22952 0.19388
O: 0.08845 -1.12539 -0.11897
C: 1.33130 -2.51233 1.44651
C: 2.01234 -3.69418 1.70603
N: 1.30679 -1.54276 2.51540
O: 2.07148 -1.66122 3.44030
O: 0.51792 -0.59836 2.42965
N: 0.41125 -2.98358 -2.11711
O: 0.60296 -1.87509 -2.67046
O: -0.75212 -3.65461 -2.33691
H: 1.71071 -5.12986 -1.34260
H: 2.44471 -3.87481 2.67799

- net charge = +1
- expectation value of S² = 6.028
- HOMO energy (alpha / beta) (Ha) = -0.364 / -0.376
- multiplicity = 5
- strongest force on any atom (eV/Å) = 0.38
- LUMO (alpha / beta) (eV) = -3.58 / -4.29

3.
A molecular structure, C36H36AsF6N11O3PS2Sn, computed with ωB97M-V/def2-TZVPD.

Cartesian coordinates (Å):
Sn: 0.69684 -0.53888 0.49908
N: 1.22396 3.02221 1.25300
N: 0.63314 4.17327 0.72103
C: -0.50706 4.14932 -0.00309
N: -1.10394 5.32537 -0.24788
N: -0.91320 2.94339 -0.36913
N: -2.04732 2.85256 -1.11677
O: -2.58582 1.76109 -1.11573
O: -2.48133 3.81325 -1.75948
H: 0.49297 2.40721 1.61729
H: 1.69338 2.51910 0.50525
H: 0.90208 5.03325 1.16699
H: -0.74335 6.17350 0.14824
H: -1.83414 5.34152 -0.94205
S: 1.44749 4.24587 -3.18635
C: 2.10879 5.12295 -4.49840
C: 1.88275 4.49877 -5.68506
C: 1.16840 3.28052 -5.53085
C: 0.86163 3.00230 -4.23017
C: 0.14344 1.84565 -3.68650
C: 0.45131 1.38367 -2.39591
N: -0.14656 0.37410 -1.81599
C: -1.14371 -0.25600 -2.46411
C: -1.49342 0.08899 -3.78043
C: -2.55068 -0.61303 -4.44809
C: -3.25556 -1.56042 -3.80145
C: -2.97746 -1.87633 -2.42940
C: -3.78617 -2.76117 -1.70236
C: -3.53871 -2.98264 -0.36933
C: -2.43646 -2.31227 0.20392
N: -1.64888 -1.49579 -0.46003
C: -1.91572 -1.24996 -1.76178
C: -4.37309 -3.88301 0.43124
C: -5.03318 -5.00195 0.00319
C: -5.76335 -5.64074 1.03578
C: -5.64449 -4.99232 2.22797
S: -4.65194 -3.61233 2.10600
C: -0.82739 1.16465 -4.38291
H: 2.62251 6.05463 -4.32611
H: 2.21875 4.88708 -6.63510
H: 0.90876 2.62311 -6.34868
H: 1.23148 1.86427 -1.82321
H: -2.77940 -0.34933 -5.47305
H: -4.06595 -2.08365 -4.29348
H: -4.62768 -3.23674 -2.19223
H: -2.19638 -2.47954 1.24467
H: -4.96605 -5.37546 -1.00911
H: -6.33296 -6.54860 0.90430
H: -6.07661 -5.26401 3.17719
H: -1.11398 1.47600 -5.38070
C: -4.09939 0.38139 3.33612
N: -2.68955 0.71347 3.29647
C: -1.83752 0.75287 4.37273
C: -0.58767 0.90003 3.86001
N: -0.65681 0.94710 2.48630
C: -1.93618 0.82496 2.18915
H: -4.60381 0.98663 4.08713
H: -4.22434 -0.67516 3.57001
H: -4.53922 0.58735 2.36241
H: -2.18989 0.63343 5.38203
H: 0.35323 0.93590 4.38176
H: -2.34721 0.82557 1.18982
N: 1.84567 -2.70401 -1.79812
C: 1.40829 -2.08052 -0.93019
C: 4.84900 1.96586 -0.89883
P: 3.80787 0.50771 -1.04133
C: 4.71754 -0.85835 -0.32802
C: 3.63410 0.16091 -2.79346
O: 2.47511 0.78299 -0.37452
H: 5.81097 1.81083 -1.38767
H: 5.00878 2.18529 0.15727
H: 4.33809 2.80975 -1.36497
H: 5.68748 -0.94373 -0.82025
H: 4.15166 -1.77887 -0.47369
H: 4.85890 -0.68685 0.73980
H: 4.61003 -0.05330 -3.23129
H: 3.19522 1.02273 -3.29911
H: 2.98620 -0.70942 -2.91187
N: 6.41090 -1.60370 5.34859
C: 5.50831 -1.45861 4.65177
C: 4.39317 -1.27493 3.76195
C: 3.87181 -2.36103 3.06251
C: 2.81433 -2.16903 2.18698
C: 2.27643 -0.90267 2.00513
C: 2.78568 0.17436 2.72201
C: 3.84294 -0.00383 3.60015
H: 4.28846 -3.34823 3.21161
H: 2.40683 -3.02224 1.65919
H: 2.37211 1.16981 2.59825
H: 4.24497 0.83017 4.16099
F: -0.10267 -2.49171 1.88116
As: -0.62075 -3.25317 3.42974
F: 0.77561 -4.25915 3.35475
F: 0.26749 -2.03933 4.27510
F: -1.16495 -3.96481 4.89343
F: -2.01186 -2.19153 3.38624
F: -1.51112 -4.38834 2.47256

- expectation value of S² = 0.756
- HOMO energy (alpha / beta) (Ha) = -0.268 / -0.304
- multiplicity = 2
- strongest force on any atom (eV/Å) = 0.35
- LUMO (alpha / beta) (eV) = -0.68 / -0.97

4.
A molecular structure, C36H36ClLuN8O9Se in a non-equilibrium geometry, computed with ωB97M-V/def2-TZVPD.

Cartesian coordinates (Å):
Lu: 0.80079 -2.81463 0.75275
O: 2.33290 -5.83360 2.99205
C: 1.57326 -4.93052 2.72640
O: 1.90387 -3.78745 2.19845
C: 0.06402 -5.12527 2.93935
C: -0.63462 -5.53879 1.62510
C: -1.96546 -6.21040 1.93183
C: -2.81760 -5.02468 2.42197
C: -1.85498 -3.85222 2.26036
O: -1.07426 -4.23888 1.07927
C: -0.79214 -3.87120 3.36294
C: -0.03678 -2.52997 3.48047
O: 0.41657 -2.17229 4.54082
O: -0.00044 -1.83108 2.36591
H: -0.03572 -5.92731 3.67231
H: 0.00028 -6.04186 0.90168
H: -1.84806 -6.99552 2.67671
H: -2.38674 -6.65275 1.02936
H: -3.13818 -5.12526 3.45764
H: -3.70414 -4.89004 1.80351
H: -2.31623 -2.88706 2.07566
H: -1.23861 -4.04569 4.34318
Se: 4.99339 0.68882 -5.11860
N: 4.89105 0.93744 -3.34678
C: 3.89439 0.21348 -2.90987
C: 3.49999 0.13995 -1.50337
C: 4.24266 0.76306 -0.49487
C: 3.85664 0.60633 0.81500
C: 2.71926 -0.15698 1.08308
N: 1.99033 -0.72762 0.13529
C: 2.38054 -0.60303 -1.14553
C: 1.62977 -1.37696 -2.16699
N: 0.58878 -2.10130 -1.73497
C: -0.07009 -2.84388 -2.61645
C: 0.25382 -2.88899 -3.96863
C: 1.32659 -2.14452 -4.41467
C: 2.03802 -1.36967 -3.50049
C: 3.17764 -0.54354 -3.89868
N: 3.59483 -0.43264 -5.13149
H: 5.11845 1.33662 -0.76608
H: 4.40822 1.05080 1.62988
H: 2.37912 -0.31689 2.10050
H: -0.88714 -3.43591 -2.22134
H: -0.31565 -3.51478 -4.63856
H: 1.63254 -2.15471 -5.45155
C: -2.74050 5.83388 -0.71146
C: -2.75166 4.34838 -0.31579
C: -1.97243 4.24731 0.99471
C: -4.21352 3.96351 -0.06928
C: -2.13821 3.50404 -1.48928
O: -2.75523 3.97282 -2.70698
C: -0.61310 3.69503 -1.71689
C: 0.47192 2.76420 -1.13956
C: 1.01020 3.06173 0.23469
C: 0.78134 2.19197 1.29441
C: 1.26408 2.45746 2.56699
C: 1.99733 3.61326 2.77353
Cl: 2.62230 3.96086 4.35908
C: 2.25235 4.49527 1.73471
C: 1.75710 4.21111 0.47317
C: -2.60401 2.02737 -1.62753
N: -2.20656 0.98810 -0.68968
C: -1.45260 -0.07635 -0.97969
N: -1.32827 -0.87070 0.06665
C: -2.08953 -0.24102 0.99658
N: -2.65015 0.87097 0.58051
H: -3.03036 6.42890 0.15487
H: -3.46131 6.06178 -1.49752
H: -1.75548 6.18749 -1.01832
H: -2.53203 4.77516 1.76834
H: -0.99711 4.72469 0.92241
H: -1.83945 3.23000 1.33142
H: -4.67192 4.70647 0.58350
H: -4.29852 2.99977 0.42610
H: -4.78274 3.94287 -0.99922
H: -2.53250 4.90399 -2.81704
H: -0.35569 4.72527 -1.45611
H: -0.51130 3.62908 -2.80354
H: 1.30912 2.81064 -1.84444
H: 0.14546 1.72738 -1.15423
H: 0.21562 1.28511 1.13262
H: 1.07889 1.77535 3.38524
H: 2.83386 5.38697 1.91760
H: 1.95884 4.90017 -0.33799
H: -2.21636 1.68774 -2.58986
H: -3.68889 2.01846 -1.70883
H: -1.00254 -0.21411 -1.94553
H: -2.18734 -0.59384 2.00694
O: 2.86118 -4.84270 -1.75670
N: 2.30943 -4.25234 -0.89343
O: 2.78877 -3.23986 -0.32039
O: 1.13059 -4.58228 -0.48729

- HOMO energy (Ha) = -0.326
- multiplicity = 1
- strongest force on any atom (eV/Å) = 2.38
- LUMO (eV) = -1.28

5.
A molecular structure, C36H36FFeN8O5S, computed with ωB97M-V/def2-TZVPD.

Cartesian coordinates (Å):
Fe: 0.51111 1.52688 1.60325
O: -1.50542 5.51584 6.98217
C: -1.27495 5.96616 5.85153
O: -1.41184 7.09823 5.36608
C: -0.82670 4.89509 4.82834
C: -0.62585 5.23361 3.49649
C: -0.26333 4.24528 2.59876
N: -0.09507 2.97665 2.98803
C: -0.28900 2.63382 4.26584
C: -0.65228 3.57237 5.21546
C: -0.11689 1.18641 4.54709
C: -0.25572 0.65739 5.82540
C: -0.10493 -0.70643 6.00097
C: 0.17139 -1.50682 4.90219
C: 0.29499 -0.90146 3.66503
N: 0.16264 0.40977 3.49058
C: -0.07879 4.47261 1.14544
C: -0.08505 5.74606 0.58449
C: 0.04880 5.86796 -0.78724
C: 0.18236 4.72304 -1.56153
C: 0.19455 3.49730 -0.92179
N: 0.07421 3.37133 0.39710
H: -0.78857 6.26990 3.23604
H: -0.83310 3.35233 6.25784
H: -0.47125 1.30181 6.66300
H: -0.20208 -1.13825 6.98772
H: 0.29901 -2.57502 4.99803
H: 0.52773 -1.47716 2.77778
H: -0.18834 6.61821 1.21119
H: 0.04933 6.84757 -1.24528
H: 0.28585 4.77520 -2.63547
H: 0.32727 2.57798 -1.48049
C: 1.84972 -3.92172 -3.85329
C: 1.20155 -2.58317 -4.15997
N: 0.71627 -1.90823 -2.95174
C: 1.52695 -1.02099 -2.33631
C: 1.23379 -0.33631 -1.19457
C: 2.30772 0.61072 -0.66931
O: 3.29144 0.77854 -1.38252
O: 2.11334 1.13390 0.47381
C: -0.03443 -0.54618 -0.57674
O: -0.44230 0.03223 0.45089
C: -0.91024 -1.52130 -1.23086
C: -2.16475 -1.78380 -0.67415
C: -3.00250 -2.68627 -1.25890
F: -4.22333 -2.88192 -0.71999
C: -2.63340 -3.39925 -2.41186
C: -1.38347 -3.14617 -2.95617
C: -0.52035 -2.19212 -2.39612
N: -3.45647 -4.38164 -3.02730
C: -3.76637 -4.19756 -4.43970
C: -3.76091 -5.57652 -5.11243
N: -4.05118 -6.59511 -4.04142
C: -5.15665 -6.10394 -3.15596
C: -4.60695 -4.93661 -2.32309
H: 2.20346 -4.38980 -4.77149
H: 1.15198 -4.60220 -3.36469
H: 2.70556 -3.79139 -3.19181
H: 0.36635 -2.68037 -4.85463
H: 1.90880 -1.90226 -4.63178
H: 2.48702 -0.83042 -2.80003
H: -2.47354 -1.24858 0.21335
H: -1.06411 -3.73049 -3.80615
H: -3.02627 -3.56051 -4.91657
H: -4.74112 -3.70921 -4.56720
H: -2.79560 -5.83830 -5.54244
H: -4.53413 -5.67559 -5.87235
H: -3.20834 -6.67997 -3.46759
H: -4.25953 -7.50833 -4.44371
H: -5.50302 -6.92869 -2.53767
H: -5.96235 -5.80221 -3.82341
H: -4.28688 -5.29268 -1.34475
H: -5.41633 -4.21721 -2.17423
C: 3.50800 4.23822 1.33829
N: 4.36216 3.08540 1.43476
C: 5.32209 2.77188 0.38769
C: 5.73380 1.32306 0.70689
N: 5.04882 1.08469 1.96583
C: 4.17576 2.06240 2.27827
S: 3.06821 1.99849 3.53237
H: 4.10420 5.11308 1.07711
H: 3.02745 4.40374 2.30049
H: 2.74305 4.08134 0.56988
H: 6.16473 3.46606 0.42700
H: 4.84231 2.83620 -0.59009
H: 6.81334 1.21613 0.81619
H: 5.37996 0.64448 -0.07116
H: 4.96658 0.19278 2.41721

- net charge = +1
- expectation value of S² = 6.011
- HOMO energy (alpha / beta) (Ha) = -0.317 / -0.317
- multiplicity = 5
- strongest force on any atom (eV/Å) = 0.60
- LUMO (alpha / beta) (eV) = -3.65 / -3.65